(1)
Below is a 6-piece molecular cluster, C19H48FN4O5S overall, with properties calculated with the ωB97M-V functional and the def2-TZVPD basis.

Output
- orbital gap (eV) = 8.21
- total charge = +1
- highest occupied orbital energy (hartree) = -0.423

Atoms and positions in Å:
S  4.3545  2.8019  1.5600
F  -1.5981  2.3316  -0.4908
O  -0.7756  4.8877  -4.7854
O  0.3823  -3.2582  0.2407
O  0.8161  -9.6730  -0.7951
O  -2.3262  -2.0520  0.7182
O  2.0642  3.1811  3.6609
N  1.7356  2.4475  0.1142
N  0.6923  2.0666  -0.6373
N  3.7550  1.3554  0.7976
N  2.0125  0.3726  -0.4810
C  -2.7861  -1.0611  1.6322
C  -0.7720  -8.2595  0.3366
C  0.5864  -8.9406  0.4066
C  -0.0665  4.2580  4.0069
C  -1.8124  0.1051  1.6311
C  -0.3039  4.3677  -0.7053
C  0.4356  -3.4544  -2.1599
C  2.3798  -4.1789  -0.7459
C  -2.9280  -1.6677  3.0197
C  -0.4727  2.8763  -1.0378
C  0.8700  0.7961  -0.9950
C  -2.4799  6.2790  -3.8023
C  0.8668  -4.0643  -0.8356
C  1.7028  -7.9272  0.6086
C  -1.4611  6.8403  -6.0284
C  0.2738  1.8277  4.5328
C  -1.2204  6.2431  -4.6521
C  2.5774  1.4002  0.1903
C  0.9092  3.2046  4.5065
H  -3.6203  -2.5099  2.9991
H  -1.9671  -2.0523  3.3742
H  -3.2804  5.6943  -4.2632
H  0.2062  0.1673  -1.5858
H  0.7741  -2.3807  0.1522
H  -1.5618  -8.9959  0.1827
H  -1.7197  0.5163  0.6300
H  1.7425  -7.2212  -0.2273
H  -0.5252  4.6031  0.3498
H  2.7761  -4.8060  -1.5462
H  -0.3880  4.0327  2.9829
H  -0.8145  -0.2277  1.9368
H  -1.7833  7.8801  -5.9572
H  4.0707  3.7258  0.5886
H  -2.2262  6.2748  -6.5676
H  -0.5238  2.8036  -2.1380
H  -1.4595  -2.3574  1.0216
H  2.6750  -4.6087  0.2127
H  -0.8860  5.0044  -1.3816
H  0.4165  -5.0515  -0.7225
H  -0.4225  6.7928  -4.1490
H  -0.6002  1.8065  5.1855
H  0.4083  5.2407  3.9845
H  -3.7627  -0.7248  1.2791
H  -0.5512  6.7976  -6.6284
H  -0.0341  1.5273  3.5297
H  0.8123  -9.0480  -1.5291
H  -2.2896  5.8366  -2.8223
H  -3.2950  -0.9319  3.7385
H  -2.1373  0.8992  2.3066
H  -0.9853  -7.7056  1.2530
H  -0.6515  -3.3691  -2.2059
H  1.2525  3.4684  5.5072
H  2.6718  -8.4272  0.6474
H  -2.8366  7.2999  -3.6597
H  -0.8141  -7.5648  -0.5083
H  1.5629  -7.3641  1.5338
H  0.7742  -4.0581  -3.0030
H  0.9893  1.0823  4.8844
H  -0.9503  4.3131  4.6433
H  4.3272  0.5197  0.7790
H  1.8488  3.3626  0.5353
H  0.8425  -2.4428  -2.2701
H  0.5935  -9.6615  1.2255
H  0.7708  4.6008  -0.8375
H  -1.4732  4.3919  -5.2304
H  2.8490  -3.1921  -0.8116
H  1.7837  2.9538  2.7699

(2)
Below is a 2-piece molecular cluster, C4H7N3 overall, with properties calculated with the ωB97M-V functional and the def2-TZVPD basis.

Output
- orbital gap (eV) = 8.64
- energy above the lowest of the compared OMol25 structures with the same formula, charge and spin (eV) = 3.845
- highest occupied orbital energy (hartree) = -0.295

Atoms and positions in Å:
N  0.1966  1.0492  0.3554
N  3.4326  -0.0739  -0.0989
N  0.2060  -1.1426  0.1203
C  -1.1892  0.7369  0.2147
C  -1.1739  -0.8811  0.3424
C  0.9282  -0.0112  -0.1417
C  2.3075  0.0637  -0.1167
H  0.6575  -2.0595  -0.2389
H  -1.7903  -1.1622  -0.5041
H  0.7651  0.4149  -1.8311
H  -1.4798  0.8334  -0.7490
H  -1.8055  1.3516  0.9332
H  0.4760  2.0570  0.3902
H  -1.5309  -1.1762  1.3241

(3)
Below is an isolated ion of composition C4H8N4OP and charge +1, with properties calculated with the ωB97M-V functional and the def2-TZVPD basis.

Output
- SMILES = [NH2+]=CCP([O-])n1ccn[nH+]1
- orbital gap (eV) = 8.65
- energy above the lowest of the compared OMol25 structures with the same formula, charge and spin (eV) = 1.628
- total charge = +1
- highest occupied orbital energy (hartree) = -0.477

Atoms and positions in Å:
P  -1.6390  0.7295  -0.0996
O  -1.9295  0.2596  -1.4543
N  -1.7428  -2.1913  0.5964
N  -1.3804  -0.9638  0.9204
N  0.5190  1.6964  -2.2322
N  -1.3941  -3.1189  1.3809
C  -0.5465  -2.5192  2.2748
C  -0.6160  -1.1485  1.9977
C  0.5038  0.6814  -0.0198
C  0.7872  1.7458  -0.9488
H  -0.3180  -0.2789  2.5760
H  0.9487  2.4471  -2.7710
H  1.2252  2.6576  -0.5076
H  1.1249  -0.2888  -0.2809
H  -0.0790  -3.1247  3.0086
H  -0.0945  0.9012  -2.7107
H  0.8359  0.9615  0.9232
H  -2.1692  -2.3783  -0.3073

(4)
Below is C18H24N2O5S as an isolated structure, with properties calculated with the ωB97M-V functional and the def2-TZVPD basis.

Output
- orbital gap (eV) = 7.50
- energy above the lowest of the compared OMol25 structures with the same formula, charge and spin (eV) = 20.017
- highest occupied orbital energy (hartree) = -0.287

Atoms and positions in Å:
S  -0.7299  -1.3281  -0.3899
O  -5.4766  -0.5899  1.1580
O  -2.1171  -2.0014  -0.4199
O  2.3307  2.1623  0.5192
O  6.5776  -1.9862  -0.4412
O  -1.7473  2.0404  -1.4245
N  1.8086  -0.1267  0.4743
N  -3.2208  0.3414  -1.3766
C  4.6344  -0.5545  0.0784
C  -5.4226  -1.6742  2.1112
C  6.8353  0.3941  -0.6173
C  4.0358  0.7279  0.3116
C  0.0458  3.0520  0.8329
C  2.7182  0.8660  0.5517
C  -2.0544  0.9136  -1.5466
C  -0.9690  0.0746  -1.7321
C  -5.5524  -0.8715  -0.2213
C  -5.5827  0.2563  -1.0960
C  5.7283  -3.2691  -0.3892
C  -4.4448  0.9497  -0.6583
C  0.8683  1.8193  0.9031
C  6.4310  1.5292  -0.2524
C  0.7110  0.3601  0.8705
C  5.0174  1.5393  0.0217
C  -0.6485  -0.2674  1.1222
C  5.9219  -0.8270  -0.0695
H  -4.3361  1.1678  0.2718
H  -4.4671  2.0790  -1.4527
H  6.9380  2.3104  -0.2354
H  4.6549  2.8862  0.0965
H  -1.5886  0.4853  1.2809
H  -0.6949  3.1188  0.4465
H  -1.2422  -0.5766  -2.7666
H  -6.1955  -2.5072  1.9997
H  7.9144  0.0018  -0.5102
H  5.0008  -3.2250  -0.9995
H  -0.5549  3.0097  1.9540
H  5.2873  -3.4355  0.7104
H  -4.7357  -1.7217  -0.4444
H  6.3944  -4.1571  -0.4090
H  -6.5404  0.8443  -0.7796
H  0.0784  0.1830  -1.9556
H  3.9803  -1.2755  0.1719
H  -4.6875  -2.1648  1.8449
H  0.5007  4.0804  1.1129
H  -3.3046  -0.7190  -1.0196
H  -5.6789  -0.1849  -2.2695
H  -6.5765  -1.6018  -0.3381
H  -5.3847  -1.1770  2.9308
H  -0.4600  -0.9507  2.0403

(5)
Below is a single C6H12O2 molecule, with properties calculated with the ωB97M-V functional and the def2-TZVPD basis.

Output
- SMILES = CCCCCC(=O)O
- orbital gap (eV) = 11.16
- energy above the lowest of the compared OMol25 structures with the same formula, charge and spin (eV) = 1.845
- highest occupied orbital energy (hartree) = -0.379

Atoms and positions in Å:
O  -3.0492  -0.2512  -0.2975
O  -1.4657  -0.0388  -1.7862
C  0.2873  -0.7538  0.4887
C  -1.6880  -0.0352  -0.6371
C  3.0231  0.2266  1.4694
C  -0.9836  -0.0567  0.7175
C  1.1590  0.0664  -0.4721
C  2.2994  0.8573  0.2549
H  3.4913  -0.7878  1.0851
H  2.4207  0.0070  2.3176
H  0.8580  -1.0168  1.4352
H  -3.6626  -0.1490  -1.0326
H  1.7600  1.7268  0.6150
H  0.6298  0.8393  -1.1428
H  -1.7450  -0.7300  1.2727
H  3.7906  0.9044  1.9295
H  -0.9662  0.8831  1.1536
H  0.2024  -1.7508  -0.0371
H  3.0695  1.1991  -0.5217
H  1.6862  -0.6336  -1.3320